Formula: C5H7NO
Source: OMol25
Level of theory: ωB97M-V with the def2-TZVPD basis set

Computed properties:
**HOMO**: -8.54 eV
**Lowest unoccupied orbital energy**: 0.24 eV
**ΔE to the lowest compared entry with this formula, charge and spin**: 77.6 kcal per mole
**E_tot**: -324.60081 Eh
**Kohn-Sham gap**: 0.323 Ha
**Strongest force on any atom**: 1.2 eV/A

The geometry in XYZ format:
```
14
Properties=species:S:1:pos:R:3:forces:R:3:nbo_charge:R:1
H -0.0771 0.4116 -1.4738 0.15 0.44 -0.27 0.2183
C -0.8760 0.8021 0.4289 0.05 -0.17 -0.13 -0.4089
N 2.6014 0.1090 0.0445 -0.67 -0.10 0.12 -0.6316
H 0.7229 1.8332 -0.7247 0.03 0.04 0.05 0.2429
C 0.3076 0.8473 -0.5460 0.20 0.40 0.25 -0.4816
C 1.3719 -0.1072 -0.1137 0.13 0.25 -0.22 0.5511
H -1.6578 1.4884 0.0896 0.15 -0.07 0.08 0.2235
H 3.1077 -0.7520 0.2659 -0.14 0.09 -0.02 0.3578
H -2.3154 -0.7454 -0.2301 0.03 0.18 0.10 0.2399
C -0.4511 -1.6843 -0.2993 0.30 -0.03 1.11 0.3329
H -0.6052 1.0950 1.4522 0.08 -0.13 -0.30 0.2180
H -1.5713 -1.1396 1.2859 0.05 0.12 -0.15 0.2676
O 0.8479 -1.4106 -0.1119 -0.34 -0.51 -0.38 -0.5310
C -1.3733 -0.6432 0.3167 0.00 -0.54 -0.23 -0.5988
```
Forces are in eV/Å.